Record 1
Entry from OMol25: BrCoH40O20 as an isolated structure (wB97M-V/def2-TZVPD).

Last column: Mulliken charge in e.
Positions of all 62 atoms, in Å:
Co  0.15543  -0.07092  -0.08148  1.775
Br  -1.43774  -1.98089  0.31278  -0.889
O  -3.62824  1.28519  2.61885  -0.642
H  -3.47116  1.18029  1.68047  0.271
H  -3.73379  2.22875  2.74050  0.305
O  -2.79820  -3.53763  -2.76029  -0.619
H  -3.71947  -3.36389  -2.95344  0.292
H  -2.57849  -2.91970  -2.06307  0.248
O  -2.87320  0.15717  -3.00588  -0.515
H  -3.38647  -0.64799  -2.93876  0.247
H  -3.44021  0.76429  -3.48142  0.248
O  0.48744  4.27268  -1.25617  -0.590
H  -0.05349  4.27961  -2.04585  0.283
H  0.06783  4.90454  -0.67230  0.281
O  -1.42467  -0.30343  3.74988  -0.591
H  -1.96319  -0.85790  4.31450  0.308
H  -2.05099  0.27199  3.31073  0.286
O  1.99075  -1.11328  -0.49355  -0.126
H  2.45173  -0.64519  -1.18970  0.167
H  2.39686  -1.97992  -0.47738  0.151
O  0.87771  0.09038  1.96082  -0.265
H  0.37947  0.23176  2.76580  0.193
H  1.70833  -0.28330  2.25519  0.113
O  3.58878  3.21391  0.73100  -0.576
H  4.41042  2.98688  1.16644  0.255
H  3.81640  3.94302  0.15410  0.296
O  2.79181  -0.26989  -2.87184  -0.522
H  2.92056  -0.59768  -3.76190  0.219
H  3.56318  0.27059  -2.70122  0.211
O  -4.18601  -1.97763  2.32936  -0.581
H  -3.33574  -2.34018  2.08071  0.287
H  -4.81790  -2.46079  1.79689  0.267
O  1.93769  -3.36613  2.93552  -0.598
H  2.20962  -2.77875  3.64070  0.316
H  2.31228  -2.98009  2.14376  0.239
O  -0.48028  3.28854  2.10389  -0.546
H  -1.07748  3.99665  2.34509  0.242
H  0.37956  3.58909  2.39811  0.251
O  2.67006  -3.96841  -0.18771  -0.596
H  2.69484  -4.08047  -1.13800  0.270
H  3.51823  -4.29327  0.11445  0.311
O  4.61303  0.11836  -0.17298  -0.539
H  4.67094  -0.72579  0.27455  0.254
H  5.12601  0.71478  0.37233  0.264
O  -1.51883  1.21846  0.41012  -0.148
H  -2.21716  1.61007  -0.11447  0.215
H  -1.38741  1.83319  1.13197  0.160
O  -0.93890  -3.79781  3.08862  -0.608
H  -0.85360  -3.30989  2.26954  0.243
H  -0.07401  -3.73861  3.49442  0.306
O  1.47528  1.56677  -0.35338  -0.218
H  2.33878  1.75833  0.01254  0.202
H  1.07905  2.42634  -0.49610  0.163
O  -3.55700  2.55172  -0.58360  -0.535
H  -3.37667  3.24706  -1.21623  0.243
H  -4.38553  2.17111  -0.87498  0.273
O  -0.11507  -0.08000  -2.21459  -0.310
H  -0.98660  -0.00905  -2.60400  0.225
H  0.44329  -0.38472  -2.92986  0.164
O  0.76429  -0.08868  -4.95700  -0.610
H  1.68744  -0.27282  -5.13057  0.239
H  0.34071  -0.94684  -4.97594  0.343

2S+1: 4
charge: +1
total energy: -5485.4621 Eh

=====

Record 2
Entry from OMol25: C27H34AsHfN6O3 as an isolated structure (wB97M-V/def2-TZVPD).

Last column: Mulliken charge in e.
Positions of all 72 atoms, in Å:
Hf  1.23434  0.47096  0.57823  1.519
C  -4.69446  0.48432  0.66242  -1.126
N  -3.35211  0.46221  0.00349  0.685
C  -3.01497  -0.91718  -0.43347  0.017
C  -2.57913  -1.86240  0.68162  -0.852
C  -1.35673  -1.47868  1.49687  -0.504
N  -0.04364  -1.51076  0.78745  0.358
C  0.44678  -2.69881  0.68147  -0.235
C  1.71363  -3.16727  0.24172  0.247
C  1.90037  -4.43209  -0.27141  -0.722
C  3.15218  -4.87399  -0.70138  -0.978
C  4.26006  -4.04486  -0.44189  -0.341
C  4.11634  -2.73050  0.04422  -0.341
C  2.81830  -2.27715  0.26636  0.263
O  2.61283  -0.99581  0.49145  -0.835
C  -3.30664  1.22363  -1.24541  -1.673
C  -1.90250  1.51102  -1.74453  1.183
C  -1.05824  2.43062  -0.97232  -0.460
N  -0.52009  1.89851  0.31184  0.406
C  -1.12212  2.38412  1.34456  0.359
C  -0.98406  2.10270  2.78050  -0.031
C  -1.93378  2.60202  3.68500  -0.666
C  -1.78960  2.44638  5.07250  -0.943
C  -0.65094  1.74577  5.50807  -0.245
C  0.27095  1.23296  4.68030  -0.956
C  0.16374  1.46229  3.32532  0.886
O  1.06592  1.01382  2.46953  -0.758
H  -5.53505  -0.07379  0.14834  0.339
H  -4.98304  1.55891  0.89963  0.324
H  -4.68185  -0.12094  1.57224  0.314
H  -2.14000  -0.87582  -1.09949  -0.753
H  -3.88822  -1.34210  -1.01413  0.484
H  -2.30307  -2.83598  0.21950  0.441
H  -3.49124  -2.07553  1.28128  0.455
H  -1.25881  -2.14921  2.37117  0.529
H  -1.50296  -0.43135  1.93611  -0.332
H  -0.22424  -3.49828  1.00616  0.333
H  1.12131  -5.17243  -0.12268  0.411
H  3.16861  -5.88725  -1.11470  0.451
H  5.26542  -4.34755  -0.56175  0.500
H  4.92318  -2.08315  0.36269  0.504
H  -3.80598  2.14079  -0.96707  0.503
H  -3.90282  0.73156  -2.00198  0.342
H  -2.07786  2.03852  -2.72718  0.479
H  -1.43753  0.53980  -1.92141  -1.038
H  -1.63191  3.35348  -0.71151  0.667
H  -0.12010  2.79219  -1.48496  -0.705
H  -1.98232  3.07165  1.23657  0.306
H  -2.85490  3.06253  3.29912  0.365
H  -2.61099  2.76032  5.71275  0.409
H  -0.53413  1.60104  6.57762  0.409
H  1.17835  0.70858  4.99679  0.499
O  3.02120  1.52279  0.52160  -0.625
N  2.40472  2.23930  -0.27724  0.524
C  2.99243  3.25731  -0.81575  0.827
C  2.11357  4.05067  -1.69929  -0.084
N  1.45785  4.65402  -2.43670  -0.465
C  4.35820  3.54411  -0.50120  -0.046
N  5.47278  3.87168  -0.38529  -0.410
C  3.13564  -1.22274  -2.93130  -1.017
As  1.40454  -0.32573  -2.50161  0.772
C  1.04686  0.86974  -3.87878  -1.057
C  0.00621  -1.73964  -2.68100  -1.104
H  2.94004  -2.10522  -3.47844  0.434
H  3.68981  -1.46882  -2.04125  0.210
H  3.74316  -0.48851  -3.42596  0.467
H  0.68877  0.47422  -4.86175  0.409
H  1.94801  1.46885  -3.97416  0.409
H  0.23396  1.55865  -3.63503  0.238
H  -0.23470  -2.22595  -1.73236  0.075
H  0.35350  -2.55672  -3.39106  0.454
H  -0.91284  -1.32588  -3.06902  0.499

charge: +1
total energy: -3887.1149 Eh

=====

Record 3
Entry from OMol25: C25H47AsCsN3PS5 as an isolated structure (wB97M-V/def2-TZVPD).

Last column: Mulliken charge in e.
Positions of all 83 atoms, in Å:
Cs  -0.18732  0.82135  -0.94077  1.409
C  1.15795  -0.07815  3.57259  -0.733
C  1.31891  1.43153  3.42905  -1.384
S  1.48272  2.06433  1.73634  0.167
C  3.26024  2.05440  1.39688  -0.789
C  3.94262  0.72063  1.11162  -0.905
S  3.32496  -0.20555  -0.32652  0.017
C  2.51423  -1.57217  0.55922  0.516
C  1.81496  -2.52588  -0.39142  -0.321
S  1.04923  -3.93767  0.43865  -0.120
C  -0.31988  -3.14770  1.32634  -0.361
C  0.03402  -2.47485  2.66721  -0.995
S  -0.27579  -0.68016  2.63389  0.239
H  1.02896  -0.32232  4.62778  0.560
H  2.04700  -0.59808  3.21420  0.278
H  2.17341  1.77491  4.01386  0.516
H  0.43928  1.93480  3.83415  0.453
H  3.76873  2.55464  2.22416  0.541
H  3.35684  2.70767  0.52677  0.323
H  3.89309  0.05924  1.97669  0.271
H  5.00060  0.91590  0.93130  0.525
H  1.78210  -1.12955  1.22997  -1.068
H  3.26410  -2.11185  1.13928  0.461
H  2.52209  -2.95721  -1.10187  0.418
H  1.05530  -2.01046  -0.98342  -0.151
H  -1.03358  -3.95432  1.49377  0.386
H  -0.80508  -2.44316  0.64522  -0.060
H  1.09027  -2.62208  2.89014  0.546
H  -0.53591  -2.91650  3.48281  0.620
C  -6.36557  -1.35510  0.48330  -0.937
N  -5.26441  -1.84238  1.31413  0.102
C  -5.24562  -1.07432  2.55855  -0.974
N  -5.16230  0.37167  2.36209  0.098
C  -6.26676  0.78766  1.49802  -0.968
N  -6.31620  0.08160  0.21880  0.109
C  -5.17858  0.43028  -0.62756  -1.078
P  -3.53127  -0.00638  0.12697  0.469
C  -3.98760  -1.74801  0.61180  -0.965
C  -3.87140  0.75491  1.79670  -0.815
H  -7.30051  -1.57041  1.00352  0.316
H  -6.36635  -1.89554  -0.46489  0.402
H  -4.40119  -1.40133  3.16901  0.383
H  -6.16794  -1.28946  3.10106  0.296
H  -6.19336  1.86092  1.31319  0.393
H  -7.20108  0.59221  2.02722  0.315
H  -5.19700  1.50372  -0.83272  0.399
H  -5.27222  -0.07943  -1.58969  0.426
H  -3.19886  -2.15626  1.25002  0.423
H  -4.02298  -2.36723  -0.28858  0.449
H  -3.83127  1.84370  1.69812  0.469
H  -3.07321  0.46643  2.48630  0.430
C  -0.60290  5.28200  -2.23180  -1.281
As  0.22523  4.19703  -0.83493  0.170
C  -1.24548  4.31277  0.45550  -0.997
C  1.47090  5.52161  -0.05605  -1.209
C  0.86150  6.83230  0.33119  0.454
C  0.34646  7.02219  1.61192  -0.215
C  -0.24153  8.22601  1.97136  -0.703
C  -0.32475  9.26164  1.05150  -0.475
C  0.18937  9.08700  -0.22568  -0.622
C  0.77866  7.88241  -0.58056  -0.370
H  -0.95655  6.23122  -1.83004  0.403
H  -1.44553  4.73224  -2.65080  0.372
H  0.11582  5.47186  -3.02816  0.352
H  -1.54374  5.35008  0.60057  0.492
H  -0.94395  3.88899  1.41287  0.252
H  -2.10725  3.76073  0.07316  0.356
H  2.25417  5.65479  -0.80428  0.571
H  1.91549  5.02453  0.80762  0.428
H  0.41644  6.21957  2.33825  0.398
H  -0.62962  8.35786  2.97307  0.393
H  -0.78089  10.20198  1.33081  0.393
H  0.14075  9.89406  -0.94499  0.390
H  1.19012  7.75878  -1.57610  0.400
C  -0.18090  -1.88815  -4.97768  -1.080
S  0.69711  -0.83074  -3.81313  0.106
C  1.66632  0.17091  -4.95548  -1.020
H  0.52691  -2.46995  -5.56502  0.322
H  -0.81442  -1.29722  -5.63651  0.331
H  -0.80255  -2.56961  -4.40050  0.305
H  1.01793  0.73967  -5.61963  0.346
H  2.33384  -0.46049  -5.53886  0.334
H  2.26681  0.86025  -4.36419  0.301

charge: +1
total energy: -5733.0754 Eh

=====

Record 4
Entry from OMol25: a 2-piece molecular cluster, C2H2O4 overall (wB97M-V/def2-TZVPD).

Last column: Mulliken charge in e.
Positions of all 8 atoms, in Å:
C  0.52002  -0.49326  2.06062  0.724
C  -0.25412  0.64899  -0.54465  -0.043
O  -0.43303  0.10164  2.30315  -0.336
O  1.48241  -1.03021  1.74250  -0.372
O  -1.39850  0.05610  -0.55450  -0.236
O  0.35271  0.35382  -1.72987  -0.440
H  -1.50910  -0.48610  -1.48294  0.324
H  1.23962  0.84903  -1.79431  0.378

charge: 0
total energy: -378.3392 Eh